Record 1
C38H85N3O5 | the ωB97M-V functional and the def2-TZVPD basis

gap between HOMO and LUMO (spin up / spin down) = 1.775 / 8.473 eV
electronic energy = -2039.02448 hartree
HOMO level (spin up / spin down) = 0.02491 / -0.22170 Eh

```
! wB97M-V def2-TZVPD RIJCOSX def2/J DEFGRID3
* xyz -1 2
O 1.361 1.122 -7.881
O 2.872 -3.134 -5.662
O 4.195 0.170 1.199
O -0.566 2.748 5.129
O -6.341 -2.871 -2.991
N -6.511 -2.898 2.099
N 4.057 4.032 2.901
N -0.035 0.507 -0.831
C 5.146 3.062 3.299
C -4.544 -1.289 -2.924
C -7.015 -3.321 0.773
C 3.894 -0.788 2.237
C -0.971 1.473 1.374
C 1.917 2.498 -6.020
C -4.410 -2.201 -4.161
C 1.100 1.171 5.707
C 1.446 -3.012 -5.451
C 4.403 4.806 1.723
C 4.888 -0.473 0.054
C 1.138 -3.432 -4.006
C 5.163 -1.903 0.466
C -6.279 -1.451 2.232
C -0.295 1.350 5.055
C -1.811 -1.119 -0.334
C 2.385 0.407 -7.197
C 1.209 0.428 -1.563
C 2.549 -3.511 -3.429
C 5.018 2.664 4.719
C 1.242 2.396 6.550
C -8.312 -2.535 0.378
C 3.392 -3.900 -4.590
C -6.025 -1.472 -2.649
C 0.016 3.261 6.337
C 0.137 1.380 0.388
C 1.339 1.624 -2.532
C -5.521 -3.730 2.721
C -5.336 -3.385 -3.881
C 1.622 4.088 2.579
C -5.485 -3.478 4.230
C -0.359 -0.829 -0.340
C 5.347 6.010 2.081
C -5.066 -1.068 1.362
C 2.419 1.008 -5.797
C 0.871 2.271 -7.141
C 4.035 -2.080 1.494
C 2.852 3.206 2.690
H 1.330 2.049 7.580
H 0.162 -0.894 0.615
H 1.281 2.552 -1.963
H 3.135 -2.338 0.936
H 4.216 1.980 4.993
H 2.830 -2.524 -3.061
H -4.839 -4.226 -3.398
H -2.144 -1.445 0.651
H 2.149 1.575 -3.260
H 2.564 2.640 3.576
H 1.426 2.998 -5.184
H 4.441 -3.684 -4.389
H -7.946 -1.749 -0.283
H 4.157 -0.399 -0.751
H 2.095 2.990 6.221
H 3.389 0.509 -7.610
H 5.190 2.234 2.592
H -0.685 3.212 7.170
H 1.797 1.167 4.869
H 3.023 -0.484 2.818
H 4.881 4.196 0.956
H -9.035 -3.217 -0.071
H 5.981 2.346 5.119
H 3.395 1.022 -5.311
H -1.885 -1.938 -1.050
H 5.448 6.697 1.241
H 1.426 -0.464 -2.150
H 1.175 0.205 6.207
H 1.694 5.115 2.940
H 0.769 3.701 3.135
H 1.686 0.495 -5.173
H -3.973 -1.739 -2.111
H -4.750 -1.733 -5.085
H -4.199 -1.705 1.535
H 4.839 3.494 5.403
H 0.437 -4.264 -3.931
H -5.132 -4.401 4.691
H -0.580 0.791 4.163
H -6.292 -1.326 -1.602
H -7.349 -4.338 0.978
H -7.183 -0.908 1.958
H -4.675 -2.763 4.373
H 6.150 -2.014 0.917
H 6.124 3.525 3.172
H -1.182 0.578 1.959
H -8.828 -2.104 1.236
H -2.449 -0.306 -0.679
H -3.404 -2.613 -4.073
H 6.347 5.602 2.225
H 5.103 6.510 3.018
H 5.838 -0.010 -0.213
H 2.706 3.140 -6.410
H 2.839 2.555 1.816
H 0.204 2.401 0.013
H 4.650 -0.644 3.010
H -1.925 1.878 1.036
H 1.263 4.243 1.562
H -4.575 -0.113 1.546
H -0.677 2.215 2.115
H 2.575 -4.209 -2.592
H -6.607 -0.809 -3.289
H -4.479 -3.630 2.418
H -5.301 -1.113 0.298
H -5.829 -4.758 2.530
H 0.906 -3.599 -6.194
H -6.226 -3.358 0.022
H 0.089 -1.622 -0.938
H -5.904 -1.141 3.208
H -0.102 2.123 -6.671
H 0.626 -2.598 -3.525
H 3.489 5.154 1.243
H 4.365 -2.835 2.207
H 3.285 -4.979 -4.704
H 1.139 1.369 0.818
H -5.858 -3.711 -4.781
H 5.031 -2.614 -0.350
H 0.263 4.313 6.193
H 1.202 -1.950 -5.449
H -4.209 -0.254 -2.986
H 0.709 3.132 -7.788
H -6.419 -3.350 4.777
H -1.085 0.871 5.634
H 2.035 0.447 -0.852
H 2.301 -0.671 -7.057
H 0.444 1.716 -3.148
*
```

Löwdin atomic charge list, values in e, 99 entries: number 1, O, carries -0.133; number 2, O, carries -0.142; number 3, O, carries -0.195; number 4, O, carries -0.163; number 5, O, carries -0.166; number 6, N, carries -0.213; number 7, N, carries -0.161; number 8, N, carries -0.143; number 9, C, carries -0.244; number 10, C, carries -0.170; number 11, C, carries -0.219; number 12, C, carries -0.218; number 13, C, carries -0.099; number 14, C, carries -0.148; number 15, C, carries -0.173; number 16, C, carries -0.175; number 17, C, carries -0.192; number 18, C, carries -0.254; number 19, C, carries -0.183; number 20, C, carries -0.193; number 21, C, carries -0.183; number 22, C, carries -0.220; number 23, C, carries -0.209; number 24, C, carries -0.137; number 25, C, carries -0.214; number 26, C, carries -0.261; number 27, C, carries -0.218; number 28, C, carries -0.108; number 29, C, carries -0.180; number 30, C, carries -0.073; number 31, C, carries -0.255; number 32, C, carries -0.189; number 33, C, carries -0.188; number 34, C, carries -0.247; number 35, C, carries -0.089; number 36, C, carries -0.293; number 37, C, carries -0.217; number 38, C, carries -0.100; number 39, C, carries -0.114; number 40, C, carries -0.322; number 41, C, carries -0.078; number 42, C, carries -0.091; number 43, C, carries -0.174; number 44, C, carries -0.192; number 45, C, carries -0.231; number 46, C, carries -0.239; number 47, H, carries 0.110; number 48, H, carries 0.100; number 49, H, carries 0.060; number 50, H, carries 0.095; number 51, H, carries 0.055; number 52, H, carries 0.100; number 53, H, carries 0.103; number 54, H, carries 0.046; number 55, H, carries 0.043; number 56, H, carries 0.085; number 57, H, carries 0.092; number 58, H, carries 0.112; number 59, H, carries 0.049; number 60, H, carries 0.094; number 61, H, carries 0.101; number 62, H, carries 0.111; number 63, H, carries 0.104; number 64, H, carries 0.110; number 65, H, carries 0.075; number 66, H, carries 0.102; number 67, H, carries 0.110; number 68, H, carries 0.066; number 69, H, carries 0.070; number 70, H, carries 0.104; number 71, H, carries 0.050; number 72, H, carries 0.060; number 73, H, carries 0.095; number 74, H, carries 0.103; number 75, H, carries 0.077; number 76, H, carries 0.047; number 77, H, carries 0.086; number 78, H, carries 0.085; number 79, H, carries 0.110; number 80, H, carries 0.047; number 81, H, carries 0.074; number 82, H, carries 0.089; number 83, H, carries 0.059; number 84, H, carries 0.091; number 85, H, carries 0.073; number 86, H, carries 0.099; number 87, H, carries 0.097; number 88, H, carries 0.057; number 89, H, carries 0.106; number 90, H, carries 0.103; number 91, H, carries 0.057; number 92, H, carries 0.066; number 93, H, carries 0.075; number 94, H, carries 0.097; number 95, H, carries 0.048; number 96, H, carries 0.067; number 97, H, carries 0.106; number 98, H, carries 0.102; number 99, H, carries 0.104

***

Record 2
C8H8N4S | the ωB97M-V functional and the def2-TZVPD basis

gap between HOMO and LUMO (spin up / spin down) = 7.332 / 6.983 eV
energy relative to the best compared isomer or geometry (same formula, charge and spin) = 120.9 kcal/mol
electronic energy = -926.66644 hartree
HOMO level (spin up / spin down) = -0.28595 / -0.27820 Eh

```
! wB97M-V def2-TZVPD RIJCOSX def2/J DEFGRID3
* xyz 0 1
S 0.345 1.600 -0.384
N 3.462 1.242 -0.358
N -4.071 0.697 0.629
N -2.048 0.313 -0.157
N 2.037 -0.457 -0.246
C -2.744 -0.859 -0.326
C 3.404 0.819 0.971
C 2.564 -0.240 1.032
C -0.729 0.480 -0.492
C 1.226 -1.495 -0.549
C -2.891 1.166 0.517
C 2.724 0.508 -1.065
C -4.033 -0.592 0.090
H 2.301 -0.800 1.933
H 0.890 -1.640 -1.464
H -5.002 -1.126 0.084
H 2.332 0.802 -2.047
H -2.304 2.121 0.803
H 3.846 1.256 1.720
H 1.046 -2.205 0.345
H -2.356 -1.593 -1.035
*
```

Listed below, in e, are the Löwdin charges computed for each atom: number 1, S, carries 0.873; number 2, N, carries 0.041; number 3, N, carries 0.062; number 4, N, carries -0.174; number 5, N, carries -0.230; number 6, C, carries -0.082; number 7, C, carries -0.105; number 8, C, carries -0.095; number 9, C, carries -0.552; number 10, C, carries 0.042; number 11, C, carries -0.191; number 12, C, carries -0.270; number 13, C, carries -0.112; number 14, H, carries 0.127; number 15, H, carries 0.007; number 16, H, carries 0.108; number 17, H, carries 0.119; number 18, H, carries 0.148; number 19, H, carries 0.047; number 20, H, carries 0.120; number 21, H, carries 0.117

***

Question: The highest electronic energy belongs to which entry?
Answer: C8H8N4S

***

Question: What is the formula in the first record?
Answer: C38H85N3O5